No. 1
A cluster of 2 separate species, C4H10N3O2 in total at a distorted geometry. Source: OMol25; level of theory: the ωB97M-V functional and the def2-TZVPD basis.

Structure (XYZ):
```
19
Properties=species:S:1:pos:R:3:nbo_charge:R:1
O 4.066 0.287 -0.954 -0.63
O 2.123 -0.093 0.034 -0.68
N -1.622 -0.360 -1.016 -0.39
N -1.032 -2.444 -0.265 -0.82
N -0.522 -0.297 1.052 -0.60
C 3.315 -0.098 0.029 0.70
C -1.191 1.006 0.865 -0.24
C -1.353 1.041 -0.721 -0.25
C -1.195 -1.137 -0.159 0.56
H -0.578 1.899 1.210 0.25
H -2.023 1.800 -1.079 0.24
H 3.559 0.707 -1.709 0.51
H -2.070 0.959 1.356 0.22
H -0.424 1.189 -1.322 0.22
H -1.339 -3.057 0.455 0.41
H -0.603 -0.615 1.952 0.42
H -0.993 -2.849 -1.216 0.44
H 4.022 -0.495 0.813 0.14
H 0.499 -0.366 0.692 0.49
```

Computed properties:
Spin multiplicity: 1
Net charge: +1
Energy relative to the best compared isomer or geometry (same formula, charge and spin) in kcal per mole: 19.4
HOMO level in Ha: -0.5111
E_tot in eV: -12868.3791
Strongest force on any atom in eV/A: 5.63
Gap between HOMO and LUMO in eV: 11.044

---

No. 2
The ion C4H10N3O2 with charge +1 at a distorted geometry. Source: OMol25; level of theory: the ωB97M-V functional and the def2-TZVPD basis.

Structure (XYZ):
```
19
Properties=species:S:1:pos:R:3:nbo_charge:R:1
O 1.241 3.141 0.400 -0.58
O 3.393 1.834 1.540 -0.38
N -0.424 -0.823 1.327 -0.70
N -0.472 -0.869 -0.085 -0.31
N 0.564 1.236 -0.522 -0.47
C 0.547 -0.200 -0.850 -0.05
C 2.521 1.233 1.059 0.36
C -1.740 -1.279 -0.691 -0.42
C 1.427 1.878 0.261 0.59
H -2.546 -0.622 -0.303 0.19
H 0.297 -1.521 1.710 0.36
H 1.931 3.601 0.822 0.53
H 2.305 0.207 1.106 0.14
H -0.137 1.889 -0.923 0.44
H -1.652 -1.249 -1.885 0.23
H -1.924 -2.292 -0.266 0.22
H -1.346 -1.115 1.829 0.40
H 1.554 -0.497 -0.687 0.19
H 0.491 -0.249 -1.925 0.25
```

Computed properties:
Spin multiplicity: 1
Net charge: +1
Energy relative to the best compared isomer or geometry (same formula, charge and spin) in kcal per mole: 79.1
HOMO level (alpha / beta) in Ha: -0.4448 / -0.4448
E_tot in eV: -12865.7925
Strongest force on any atom in eV/A: 3.08
Gap between HOMO and LUMO (alpha / beta) in eV: 6.643 / 6.643
Structure (SMILES): CN(N)C/[NH+]=C(/O)C=O